--- 1 ---
A cluster of 2 separate species, C3H10N2O2 in total. Source: OMol25; level of theory: ωB97M-V with the def2-TZVPD basis set.

```
17
Properties=species:S:1:pos:R:3:lowdin_charge:R:1
C -1.1556 0.0919 -1.4988 -0.009
C -0.2094 -0.1299 -0.3449 -0.554
O 0.9226 0.3270 -0.3745 0.029
N -0.6358 -0.9474 0.6552 0.051
C 0.2381 -1.3053 1.8340 -0.223
N -0.0143 -0.4319 2.9484 0.013
H -2.1962 -0.0156 -1.1829 0.073
H -0.9752 1.0013 -2.0657 0.079
H -1.0371 -0.6605 -2.2911 0.091
H -1.6034 -1.2378 0.7018 0.127
H -0.1742 -2.2722 2.0958 0.113
H 1.2558 -1.2011 1.4852 0.112
H -0.7929 -0.6278 3.5439 0.057
H 0.0977 0.5481 2.7369 0.072
O 2.3040 2.1421 -3.0720 -0.080
H 2.1393 3.0590 -2.8200 0.029
H 1.8365 1.6599 -2.3513 0.020
```

Summary:
Net charge: 0
Spin multiplicity: 1
SMILES: CC(=O)NCN.O

--- 2 ---
The molecule C3H10N2O2. Source: OMol25; level of theory: ωB97M-V with the def2-TZVPD basis set.

```
17
Properties=species:S:1:pos:R:3:lowdin_charge:R:1
C -0.2186 -2.3032 -0.1449 -0.111
O -0.3017 -1.1000 0.6038 -0.208
N -0.8051 -0.0072 -0.2981 -0.193
C -1.7364 0.7625 0.5304 -0.076
N 0.2573 0.8202 -0.7692 -0.006
C 1.4143 0.9310 0.2036 -0.267
O 2.4194 1.6635 -0.4482 -0.056
H -1.2105 -2.6274 -0.4762 0.080
H 0.2125 -3.0801 0.4944 0.086
H 0.4411 -2.1738 -1.0116 0.077
H -1.2597 1.1800 1.4241 0.074
H -2.1719 1.5847 -0.0488 0.085
H -2.5622 0.1202 0.8530 0.083
H 0.6438 0.3976 -1.6149 0.112
H 1.8393 -0.0338 0.4882 0.115
H 1.0917 1.4741 1.0946 0.113
H 1.9469 2.3919 -0.8802 0.090
```

Summary:
Net charge: 0
Spin multiplicity: 1
SMILES: CON(C)NCO

--- 3 ---
A cluster of 2 separate species, C3H10N2O2 in total. Source: OMol25; level of theory: ωB97M-V with the def2-TZVPD basis set.

```
17
Properties=species:S:1:pos:R:3:lowdin_charge:R:1
C -2.2748 -0.9202 0.1771 -0.041
C 1.0101 1.3294 -1.5064 -0.074
C -0.4546 0.7084 0.2593 -0.236
N 1.8201 -1.0402 1.0009 -0.109
N 0.9844 -0.3618 1.8354 -0.037
O -1.7322 0.3500 0.5368 -0.111
O 0.1335 0.3453 -0.9441 -0.169
H -1.5940 -1.2663 -0.5892 0.088
H -3.2764 -0.7438 -0.0924 0.078
H -2.2790 -1.6131 0.9906 0.078
H 1.6185 0.6450 -2.1449 0.105
H 1.4846 1.9211 -0.8146 0.049
H 0.4082 2.0256 -2.2260 0.121
H -0.1758 1.7397 0.6065 0.140
H 1.4611 -1.4852 0.2136 0.042
H 2.5970 -0.5306 0.7221 0.040
H 0.2692 -1.1034 1.9753 0.035
```

Summary:
Net charge: 0
Spin multiplicity: 1

--- 4 ---
A cluster of 3 separate species, C3H10N2O2 in total. Source: OMol25; level of theory: ωB97M-V with the def2-TZVPD basis set.

```
17
Properties=species:S:1:pos:R:3:lowdin_charge:R:1
C 0.1857 0.9843 -0.7880 -0.303
C 0.8804 0.3796 0.3753 0.070
C 1.2932 -0.9679 0.5085 -0.197
N 1.5359 -1.5066 1.6628 0.134
O -1.5077 0.3550 -2.9145 -0.344
N -1.1586 1.4375 -0.5987 0.042
H 0.7815 1.8124 -1.2160 0.161
H 0.2765 0.2094 -1.5589 0.095
H 1.0888 1.0784 1.2049 0.141
H 1.4568 -1.4329 -0.4636 0.137
H 1.6032 -2.5171 1.5290 0.094
H 0.1027 -0.8341 2.2180 -0.039
H -1.5484 1.3382 -1.5799 0.040
H -1.7242 0.7867 -0.0670 0.076
H -1.2892 0.5851 -3.8264 -0.065
H -1.1065 -1.0382 3.1849 0.040
O -0.8700 -0.6698 2.3296 -0.082
```

Summary:
Net charge: 0
Spin multiplicity: 1

Most stable: 1 (next structure +329.3 kJ/mol)

--- 1 ---
A cluster of 2 separate species, C3H10N2O2 in total. Source: OMol25; level of theory: ωB97M-V with the def2-TZVPD basis set.

```
17
Properties=species:S:1:pos:R:3:lowdin_charge:R:1
N -1.5319 2.5703 0.1086 -0.006
C -1.1400 1.4182 -0.6746 -0.285
C -0.2682 0.4182 0.0897 -0.131
C 0.2756 -0.6353 -0.8533 -0.582
N -0.1029 -1.9097 -0.5994 0.159
O 0.9917 -0.3434 -1.7897 0.056
H -2.4915 2.5589 0.3939 0.055
H -0.9353 2.8084 0.8871 0.063
H -2.0383 0.8778 -0.9966 0.122
H -0.6301 1.6995 -1.5906 0.105
H -0.8598 0.0152 0.9117 0.107
H 0.6234 0.9268 0.4653 0.123
H 0.3768 -2.7154 -1.0034 0.122
H -0.6634 -2.1452 0.2059 0.096
O 2.8171 -2.0177 1.1376 -0.062
H 3.5286 -1.9486 1.7819 0.035
H 2.0482 -1.5779 1.5259 0.024
```

Summary:
Net charge: 0
Spin multiplicity: 1
SMILES: NCCC(N)=O.O

--- 2 ---
A cluster of 2 separate species, C3H10N2O2 in total. Source: OMol25; level of theory: ωB97M-V with the def2-TZVPD basis set.

```
17
Properties=species:S:1:pos:R:3:lowdin_charge:R:1
C 0.6260 2.0939 0.8795 -0.093
N 0.3485 0.6595 0.7794 -0.012
C 1.1876 -0.2962 0.3963 -0.526
O 2.4026 -0.1082 0.1954 0.009
C 0.8372 -1.7642 0.1921 -0.172
N -0.4007 -1.9725 -0.6678 -0.034
H 1.6123 2.1442 1.4297 0.092
H 0.6770 2.8510 0.0131 0.108
H -0.0677 2.4407 1.7075 0.093
H -0.6978 0.4461 0.7674 0.155
H 0.5078 -2.1250 1.2586 0.148
H 1.6828 -2.3124 -0.3135 0.125
H -0.1977 -1.9030 -1.6322 0.033
H -0.7429 -2.9707 -0.4693 0.094
O -2.8806 1.2378 -1.4585 -0.068
H -2.0677 1.0925 -0.9782 -0.011
H -2.8270 0.4866 -2.0999 0.058
```

Summary:
Net charge: 0
Spin multiplicity: 1
SMILES: CNC(=O)CN.O

Most stable: 1 (next structure +113.5 kJ/mol)

--- 1 ---
A cluster of 2 separate species, H3NO2S2 in total. Source: OMol25; level of theory: ωB97M-V with the def2-TZVPD basis set.

```
8
Properties=species:S:1:pos:R:3:lowdin_charge:R:1
N -0.6385 1.6855 -0.2956 -0.323
O 0.5952 -1.3860 -1.0972 -0.114
O 0.8454 0.4782 1.4389 -1.019
S -0.5197 -0.2911 2.0497 0.560
S 0.7880 1.4755 0.1466 0.912
H 0.5991 -2.2177 -1.6752 0.087
H -1.3553 1.5380 0.3251 -0.081
H -0.3143 -1.2824 -0.8924 -0.022
```

Summary:
Net charge: 0
Spin multiplicity: 1

--- 2 ---
The molecule H3NO2S2. Source: OMol25; level of theory: ωB97M-V with the def2-TZVPD basis set.

```
8
Properties=species:S:1:pos:R:3:lowdin_charge:R:1
N 1.6287 -0.4291 0.0804 -0.277
O -0.9601 -0.5613 0.6768 -0.898
O -2.4963 0.9243 -1.0152 -0.530
S -2.0152 0.7604 0.3380 0.867
S 0.0935 -1.1192 -0.4583 0.817
H 2.1479 0.0060 -0.5674 -0.047
H 2.3188 -1.0556 0.5114 0.038
H -0.7174 1.4745 0.4342 0.030
```

Summary:
Net charge: 0
Spin multiplicity: 1

Most stable: 2 (next structure +68.2 kJ/mol)

--- 1 ---
A cluster of 2 separate species, C4H12O3 in total. Source: OMol25; level of theory: ωB97M-V with the def2-TZVPD basis set.

```
19
Properties=species:S:1:pos:R:3:lowdin_charge:R:1
O -0.9261 -0.0580 2.5004 -0.062
C -0.0185 -1.0158 1.9974 -0.295
C -0.3485 -1.3656 0.5703 -0.184
C -0.3436 -0.1634 -0.3774 -0.167
C 0.6012 -0.2664 -1.5998 -0.249
O 0.8019 -1.6279 -1.9827 -0.076
H -0.6401 0.2503 3.3642 0.085
H 0.0123 -1.9089 2.6390 0.115
H 1.0325 -0.6775 2.0308 0.120
H -1.2472 -1.9648 0.4836 0.116
H 0.4541 -2.0329 0.2375 0.109
H -1.3099 0.0685 -0.7123 0.091
H 0.0474 0.6975 0.1719 0.101
H 0.2016 0.3138 -2.4362 0.112
H 1.5603 0.2120 -1.3802 0.108
H 0.7218 -1.6858 -2.9350 0.080
O -0.1618 3.9645 -1.1801 -0.057
H 0.1873 3.0798 -1.0287 0.015
H -0.6248 4.1806 -0.3628 0.037
```

Summary:
Net charge: 0
Spin multiplicity: 1
SMILES: OCCCCO.O

--- 2 ---
A cluster of 3 separate species, C4H12O3 in total. Source: OMol25; level of theory: ωB97M-V with the def2-TZVPD basis set.

```
19
Properties=species:S:1:pos:R:3:lowdin_charge:R:1
C -0.4895 -1.1236 0.9152 -0.055
C -0.8480 -0.0494 -0.1644 -0.393
C -2.2715 -0.2740 -0.7186 -0.076
C -0.6693 1.3263 0.3965 -0.233
O -0.0433 1.5933 1.4033 0.028
H -0.6209 -2.1283 0.4817 0.090
H 0.5449 -1.0260 1.1959 0.063
H -1.1328 -1.0082 1.7243 0.056
H -0.0946 -0.1915 -1.0202 0.140
H -2.3239 -1.2931 -1.1763 0.094
H -3.0001 -0.1528 0.1088 0.089
H -2.4644 0.4788 -1.4648 0.060
H -1.1002 2.1620 -0.2746 0.146
O 1.9224 -0.9395 -1.3527 -0.070
H 2.3530 -0.7101 -2.1643 0.026
H 2.3171 -0.3214 -0.6879 0.018
O 2.6882 0.9161 0.7200 0.006
H 3.3232 1.5779 0.9996 0.067
H 1.9097 1.1636 1.0787 -0.058
```

Summary:
Net charge: 0
Spin multiplicity: 1
SMILES: CC(C)C=O.O.O

Most stable: 2 (next structure +53.3 kJ/mol)